A 16-piece molecular cluster, C33H103N11O21 overall in a non-equilibrium geometry, computed with wB97M-V/def2-TZVPD.

```
168
Properties=species:S:1:pos:R:3:mulliken_charge:R:1
C -3.1296 1.6529 0.1470 -0.96
O -1.8915 1.1036 -0.2338 0.62
C -1.2655 0.3830 0.8312 -2.07
C -0.0650 -0.4744 0.4658 1.73
N -0.5834 -1.6445 -0.3043 0.67
C 0.4964 -2.5560 -0.7025 0.26
C 0.1014 -3.5707 -1.7649 -0.30
O -0.5497 -2.9536 -2.9188 0.19
C 0.1684 -1.8925 -3.5820 -0.94
H -3.8210 0.9012 0.5278 0.39
H -3.4857 1.9798 -0.8299 0.04
H -2.9988 2.4519 0.8768 0.31
H -1.9898 -0.2337 1.3634 0.32
H -1.0160 1.1017 1.6119 0.54
H 0.4083 -0.7448 1.4097 -0.17
H 0.5610 0.1647 -0.1569 -1.00
H -0.9575 -1.2761 -1.1671 -0.04
H 1.0807 -3.0170 0.0938 0.08
H 1.2256 -1.8362 -1.0743 0.04
H -0.7455 -4.1660 -1.4238 -0.45
H 0.9874 -4.1300 -2.0654 0.29
H 0.0425 -0.9450 -3.0581 0.15
H -0.2226 -1.7267 -4.5858 0.40
H 1.2310 -2.0992 -3.4545 0.36
C 0.7578 7.3853 -6.9828 -0.69
O 0.1345 6.2511 -7.4947 -0.37
C 0.5796 4.9574 -6.8543 -0.51
C 0.1166 4.7959 -5.4602 -0.60
N 0.4823 3.4687 -4.9364 0.05
C -0.1206 3.1506 -3.5602 0.02
C -1.6228 2.8436 -3.5764 -0.08
O -1.9137 1.7470 -4.4166 -0.20
C -3.3219 1.2592 -4.5096 -0.86
H 0.3064 8.3019 -7.3628 0.28
H 1.8191 7.4272 -7.2276 0.28
H 0.7181 7.4521 -5.8956 0.30
H 1.6677 4.9034 -6.8907 0.33
H 0.1676 4.1049 -7.3944 0.29
H -0.9464 5.0315 -5.4086 0.35
H 0.4941 5.6543 -4.9045 0.29
H 1.4415 3.1686 -5.0358 0.21
H 0.2389 3.8039 -2.7652 0.29
H 0.4386 2.2411 -3.3409 -0.72
H -2.1751 3.6261 -4.0967 0.45
H -2.1320 2.9172 -2.6154 -0.03
H -4.0748 2.0438 -4.4342 0.32
H -3.5888 0.4817 -3.7938 0.24
H -3.4488 0.7679 -5.4743 0.30
C 1.7383 -7.8666 8.4329 -0.84
O 0.8776 -6.7268 8.2949 -0.32
C -0.4498 -7.2190 8.0464 -0.61
C -1.4568 -6.1166 7.6361 -0.79
N -1.0123 -5.3190 6.4937 -0.13
C -1.6628 -3.9671 6.2909 -0.51
C -0.8853 -3.0670 5.3962 -0.73
O -0.9462 -3.6100 4.0558 -0.33
C -2.0600 -3.1000 3.2746 -0.37
H 1.3337 -8.5738 9.1571 0.33
H 2.8125 -7.7844 8.5986 0.31
H 1.7334 -8.5931 7.6203 0.35
H -0.8290 -7.8107 8.8796 0.48
H -0.5070 -7.8896 7.1890 0.35
H -1.8146 -5.3734 8.3487 0.41
H -2.3431 -6.6670 7.3204 0.23
H -0.0342 -5.3690 6.2467 0.22
H -1.6550 -3.5956 7.3155 0.40
H -2.6837 -4.1207 5.9413 0.21
H 0.1657 -3.0789 5.6848 0.37
H -1.3202 -2.0694 5.3353 0.43
H -2.9963 -3.1080 3.8326 0.40
H -2.1625 -3.6226 2.3235 -0.05
H -1.9128 -2.0814 2.9156 0.14
C -3.0960 4.0970 4.0568 -0.57
O -4.3386 3.6574 3.8853 -0.30
C -5.3639 4.4899 4.4343 -0.54
C -6.6957 4.5382 3.6232 -0.91
N -6.7637 5.6043 2.6319 -0.38
C -5.6561 5.8277 1.7323 -0.47
C -5.4968 4.8614 0.6317 -0.32
O -6.2980 5.0926 -0.5072 -0.41
C -5.9357 4.2902 -1.6868 -0.76
H -2.4688 3.2770 3.7068 0.06
H -2.8362 4.4016 5.0707 0.40
H -2.8662 4.9206 3.3809 0.25
H -5.0412 5.5305 4.4679 0.42
H -5.5837 4.1250 5.4376 0.45
H -7.5476 4.5900 4.3012 0.42
H -6.9802 3.5997 3.1473 0.33
H -6.9577 6.4297 3.1806 0.27
H -4.7008 5.8498 2.2566 0.18
H -5.8638 6.7716 1.2283 0.40
H -5.3223 3.8582 1.0207 0.30
H -4.4714 4.9899 0.2851 0.31
H -5.1896 4.7134 -2.3594 0.30
H -6.8364 4.2700 -2.3004 0.37
H -5.7016 3.2441 -1.4892 0.24
C 7.4167 5.3205 -2.3153 -0.65
O 7.4720 4.9106 -0.9576 -0.40
C 6.3451 4.3687 -0.3210 -0.70
C 5.7563 3.0356 -0.9980 -0.10
N 6.3084 1.7818 -0.3724 -0.54
C 6.1015 0.6848 -1.3842 -1.20
C 4.6525 0.2632 -1.5143 0.28
O 4.0424 1.1745 -2.4468 -0.49
C 2.7421 0.7016 -2.7775 0.42
H 6.6298 6.0523 -2.4977 0.30
H 7.3569 4.4199 -2.9264 0.25
H 8.3537 5.8515 -2.4833 0.25
H 5.5316 5.0904 -0.3958 0.40
H 6.5903 4.2582 0.7353 0.36
H 5.8696 3.0659 -2.0816 0.37
H 4.6743 2.9998 -0.8704 0.09
H 7.3055 1.8515 -0.2268 0.28
H 6.5641 -0.1437 -0.8479 0.53
H 6.5873 0.9732 -2.3163 0.38
H 4.0684 0.2387 -0.5943 -0.17
H 4.6686 -0.7203 -1.9841 0.43
H 2.2323 0.5473 -1.8265 -0.16
H 2.7030 -0.2956 -3.2158 0.39
H 2.1122 1.2976 -3.4378 -0.26
C 4.3236 -3.8391 2.7745 0.75
O 3.9767 -3.5875 3.9343 -0.66
N 3.5320 -3.9357 1.8292 -0.22
N 5.5669 -3.9284 2.2527 -0.50
H 2.5288 -3.9387 1.9464 0.07
H 3.9856 -3.6802 0.9637 0.12
H 6.1762 -3.5662 2.9722 0.24
H 5.9293 -4.2644 1.3719 0.19
C 3.1282 1.2454 1.8325 0.32
O 2.0517 1.7129 1.8220 -0.58
N 3.3989 0.0372 2.2451 -0.06
N 4.2298 1.9008 1.6010 -0.21
H 2.5952 -0.5482 2.4225 0.02
H 4.3344 -0.2829 2.0389 0.14
H 4.9517 1.4229 1.0809 0.17
H 4.0820 2.8994 1.5665 0.28
C -4.1777 -2.3243 -0.8281 0.53
O -4.5774 -1.5449 0.0532 -0.71
N -4.6140 -2.5388 -2.0103 -0.23
N -3.1204 -3.1320 -0.7031 0.07
H -3.9634 -2.9536 -2.6620 0.21
H -5.4823 -2.0722 -2.2304 0.23
H -2.8699 -3.8310 -1.3878 0.20
H -2.5338 -2.9548 0.0997 -0.23
O 1.9875 -6.0323 -0.4237 -0.57
H 2.3680 -5.9041 -1.2926 0.36
H 2.6945 -5.8119 0.1828 0.30
O -1.7898 -5.8862 0.5681 -0.59
H -0.9329 -5.6879 0.1906 0.31
H -2.2390 -6.3924 -0.1089 0.28
O -2.8134 -3.8159 -3.7239 -0.73
H -2.7625 -4.2410 -4.5800 0.21
H -1.9776 -3.3582 -3.6332 0.31
O 1.2707 -1.8104 3.4979 -0.55
H 0.3653 -1.7798 3.8069 0.10
H 1.5125 -2.7349 3.5547 0.27
O 3.6266 -5.0937 -2.3248 -0.63
H 4.5164 -4.8260 -2.5546 0.25
H 3.3552 -5.6658 -3.0427 0.30
O 0.3867 3.1793 -0.2829 -0.62
H -0.4603 2.7862 -0.4931 0.26
H 0.5361 2.9512 0.6346 0.30
O 0.2067 -5.4700 -5.4357 -0.65
H 0.3550 -4.6137 -5.0344 0.32
H -0.6787 -5.4163 -5.7956 0.29
O 0.4795 0.0223 -6.5423 -0.66
H 1.2218 0.4725 -6.1390 0.31
H -0.2820 0.5479 -6.2971 0.32
```

- E: -95270.440 eV
- Relative energy (zero: lowest compared OMol25 entry of this formula, charge and spin): 19.09 kcal per mole
- HOMO level: -7.9 eV